Record 1
C13H18BKO17 | wB97M-V/def2-TZVPD

The geometry in XYZ format:
```
50
Properties=species:S:1:pos:R:3:forces:R:3
K -26.612 -26.949 17.996 -0.0303 -0.2297 0.1353
O -26.623 -33.825 20.254 -0.0462 0.1341 -0.0796
C -27.181 -32.767 20.254 0.1455 -0.1152 1.3448
O -27.730 -32.151 21.304 -0.1303 -1.0807 -0.7323
B -28.492 -30.945 20.888 1.4351 -1.0362 -0.0888
O -28.072 -30.765 19.469 0.8735 -0.9432 -0.6851
C -27.348 -31.856 19.064 -0.8690 0.8256 -3.8947
O -27.028 -32.090 17.879 -0.6521 1.0167 3.7818
O -28.026 -29.928 21.769 -0.4166 3.0056 1.7006
C -29.050 -29.329 22.471 1.5676 0.1904 0.0763
O -28.979 -28.413 23.280 0.0272 -2.1693 -2.0534
C -30.298 -30.093 22.002 -2.6661 0.6040 0.7438
O -29.907 -31.051 21.052 -2.3566 1.9836 2.0398
O -31.404 -29.758 22.468 3.2376 -2.0872 -2.3159
C -22.783 -28.932 21.368 -1.7845 0.5255 -0.1955
O -21.939 -29.339 20.313 0.7380 -1.4475 1.2323
C -21.688 -28.623 19.251 -0.8691 1.4936 0.0759
O -22.251 -27.569 18.986 0.8513 -0.9904 -0.4613
O -20.732 -29.269 18.588 -0.6595 -0.7079 0.9942
C -20.230 -28.757 17.408 0.6914 0.9514 -1.3536
H -23.300 -29.795 21.788 0.5007 -0.2954 -0.1895
H -23.591 -28.328 20.956 0.0857 0.3101 0.0338
H -22.335 -28.382 22.195 0.6325 -0.0249 -0.4135
H -20.080 -27.683 17.519 0.0772 0.0268 -0.2593
H -20.847 -28.959 16.533 -0.4193 0.0596 0.1770
H -19.283 -29.254 17.198 0.0193 0.0819 0.3380
C -22.107 -22.055 19.338 0.6644 -0.6527 -0.7057
O -22.381 -22.471 20.668 -0.0272 0.1055 0.5472
C -23.475 -23.152 20.877 -3.9590 -2.3249 0.4560
O -24.250 -23.714 20.074 2.3489 1.5866 0.7531
O -23.777 -23.194 22.214 1.4770 0.1867 -1.3558
C -24.952 -23.883 22.686 0.0250 1.1559 0.3132
H -22.009 -22.917 18.678 -0.5721 -0.1167 -0.0276
H -21.088 -21.668 19.343 -0.3516 0.5695 0.2854
H -22.870 -21.362 18.985 0.2409 0.0149 0.0082
H -25.590 -24.292 21.902 0.4546 -0.1265 0.0549
H -25.477 -23.069 23.186 -0.4171 -0.2457 0.0473
H -24.646 -24.577 23.468 0.0136 -0.2588 -0.4289
C -28.919 -29.772 13.405 0.1395 -1.7992 1.4551
O -29.779 -28.787 12.979 -0.3894 1.3709 -1.8737
C -30.085 -27.745 13.703 0.8639 1.0463 1.9095
O -29.748 -27.510 14.868 -0.5369 -0.5427 -1.8384
O -30.785 -26.928 12.919 0.8418 -0.7622 -0.3650
C -31.466 -25.872 13.507 -1.5966 0.7458 0.5510
H -29.495 -30.237 14.205 0.6764 -0.7812 0.1734
H -27.939 -29.490 13.789 -0.1557 0.6638 -0.0303
H -28.751 -30.460 12.576 -0.2678 0.1088 0.0736
H -32.272 -26.294 14.107 -0.1212 0.1572 0.1588
H -31.927 -25.331 12.680 0.1569 0.0820 0.1178
H -30.914 -25.187 14.150 0.5087 -0.2646 -0.2301
```
Forces are in eV/Å.

Computed properties:
**LUMO**: -1.7 eV
**Total charge**: 0
**Frontier orbital gap**: 7.77 eV
**ΔE to the lowest compared entry with this formula, charge and spin**: 3.0783 eV
**Max |F|**: 4.6 eV Å⁻¹
**E**: -65585.4827 eV

List of natural (NBO) charges in e, atom by atom: K 0.993; O -0.532; C 0.669; O -0.646; B 1.147; O -0.685; C 0.670; O -0.566; O -0.681; C 0.681; O -0.542; C 0.672; O -0.659; O -0.521; C -0.258; O -0.487; C 0.995; O -0.679; O -0.480; C -0.254; H 0.211; H 0.184; H 0.195; H 0.192; H 0.181; H 0.201; C -0.258; O -0.475; C 0.999; O -0.696; O -0.512; C -0.258; H 0.196; H 0.206; H 0.197; H 0.206; H 0.194; H 0.200; C -0.255; O -0.478; C 0.992; O -0.682; O -0.484; C -0.258; H 0.199; H 0.184; H 0.205; H 0.186; H 0.200; H 0.191

Record 2
C13H18BrN8O2RuS5 | wB97M-V/def2-TZVPD

The geometry in XYZ format:
```
48
Properties=species:S:1:pos:R:3:forces:R:3
Ru -0.299 1.285 -0.700 0.3952 -1.0010 0.4739
C 3.051 -1.211 2.780 0.7743 -0.3266 -1.3944
N 2.646 0.086 2.193 0.5608 -0.1927 2.1713
C 2.588 1.174 3.191 -1.0564 -0.7507 -0.5169
C 1.926 0.209 1.090 -1.0984 1.0596 -1.6125
N 0.978 1.084 0.917 1.2205 0.1810 0.9564
N 2.298 -0.584 0.012 0.2815 -1.3739 -1.0532
C 1.938 -0.541 -1.344 -0.4559 0.6157 -0.2534
N 2.584 -1.364 -2.205 0.4148 0.1953 1.9692
N 1.036 0.275 -1.803 0.8808 0.1287 -0.5838
H 3.389 -0.980 3.807 -0.4871 -0.7783 -0.6612
H 3.938 -1.590 2.216 -0.4540 0.0786 0.5608
H 2.244 -1.967 2.658 0.4591 0.5002 0.6389
H 2.991 0.797 4.111 0.3320 0.1563 0.2671
H 1.556 1.462 3.403 0.0534 0.1091 0.0899
H 3.147 1.992 2.808 0.4237 0.9004 -0.0661
H 0.806 1.662 1.735 -0.1962 -0.3186 -0.1527
H 3.030 -1.254 0.215 -0.1326 0.1405 0.0245
H 3.258 -2.011 -1.841 0.1547 -0.1745 -0.3457
H 2.327 -1.388 -3.163 -0.1600 -0.1061 -0.5071
H 0.978 0.377 -2.842 0.0823 -0.5197 1.2720
S 0.947 4.052 -7.338 0.1260 1.0270 2.0610
C 0.589 3.952 -5.694 0.1612 -1.4171 -0.5067
S -0.428 2.586 -5.411 -0.9134 -0.5215 -0.2318
C -0.491 2.556 -3.709 -1.1927 -1.7697 1.3546
C 0.304 3.487 -3.048 -0.0801 -0.5425 0.8063
S 0.522 3.371 -1.330 1.1183 3.0667 -1.5435
S 1.126 4.558 -4.098 0.7531 1.1898 -0.9717
S -1.388 1.320 -2.794 -0.4302 1.5086 -2.6415
Br -5.247 -4.560 2.618 0.0521 0.2202 0.3369
C -3.832 -3.952 1.522 -0.6248 0.9863 -0.4089
C -3.342 -4.904 0.621 -0.3040 -0.3918 0.9632
N -2.360 -4.603 -0.198 1.0407 0.4713 -0.4566
C -1.860 -3.344 -0.227 -0.4959 0.4451 -0.4011
C -2.437 -2.279 0.507 -1.1989 -1.4599 1.2282
C -3.467 -2.590 1.465 1.5586 -2.7445 -1.0135
C -2.131 -0.839 0.382 0.0962 -0.5092 -0.1909
O -0.980 -0.616 -0.245 -2.9466 -0.3684 1.4417
O -3.012 -0.065 0.866 2.4158 -0.4204 -1.3405
H -3.761 -5.960 0.716 0.8092 1.4571 -0.5871
H -1.009 -3.154 -0.946 -1.1411 -0.2115 0.9296
H -3.797 -1.939 2.244 -0.3728 0.6693 -0.1621
N -1.272 2.638 1.796 0.3953 -0.1378 -1.0448
N -1.755 2.189 0.498 0.4433 0.7950 -0.6573
H -2.061 2.828 2.369 -0.6787 0.3119 0.5705
H -0.698 3.487 1.720 -0.5523 -0.3579 -0.3532
H -2.153 2.903 -0.142 0.0024 -0.1748 1.1071
H -2.417 1.365 0.619 -0.0333 0.3555 0.4350
```
Forces are in eV/Å.

Computed properties:
**2S+1**: 5
**LUMO (spin up / spin down)**: -3.0 / -5.3 eV
**Total charge**: +1
**Frontier orbital gap (spin up / spin down)**: 5.97 / 5.61 eV
**Max |F|**: 3.6 eV Å⁻¹
**E**: -156581.4673 eV

List of Löwdin charges in e, atom by atom: Ru 0.990; C -0.009; N -0.138; C -0.002; C -0.410; N 0.021; N 0.190; C -0.408; N 0.198; N -0.079; H 0.096; H 0.094; H 0.111; H 0.083; H 0.093; H 0.097; H 0.037; H 0.141; H 0.117; H 0.119; H 0.080; S 0.610; C -1.357; S 0.891; C -1.083; C -1.116; S 0.554; S 0.957; S 0.614; Br 0.757; C -0.657; C -0.209; N 0.060; C -0.067; C -0.114; C -0.010; C -0.493; O -0.217; O 0.004; H 0.123; H 0.126; H 0.108; N -0.005; N -0.195; H 0.077; H 0.085; H 0.096; H 0.040

Record 3
C13H18BrNO | wB97M-V/def2-TZVPD

The geometry in XYZ format:
```
34
Properties=species:S:1:pos:R:3:forces:R:3
C 0.411 4.449 -0.931 0.2127 -0.0374 0.1314
C 1.294 3.842 0.154 -0.1549 -0.0693 0.0731
C 0.682 2.600 0.801 0.0413 0.0710 -0.2911
C 0.441 1.429 -0.160 0.0663 0.1210 0.0459
C 1.732 0.869 -0.748 -0.2932 0.1198 -0.0553
N -0.264 0.371 0.542 0.3688 0.2006 0.0898
C -1.523 -0.005 0.244 -0.0839 -0.3554 0.6202
O -2.203 0.525 -0.605 -0.3531 0.1709 -0.3929
C -2.002 -1.208 1.065 -0.0805 0.2263 -0.2733
C -1.297 -2.427 0.549 0.0449 -0.2312 0.0816
C -1.636 -2.940 -0.700 0.0336 0.0268 0.1300
C -0.972 -4.033 -1.222 0.0942 -0.1081 -0.0292
C 0.044 -4.619 -0.485 0.1458 -0.1846 -0.0521
Br 0.966 -6.131 -1.193 -0.1252 0.1965 0.0903
C 0.401 -4.127 0.757 0.0995 -0.1457 -0.1193
C -0.270 -3.029 1.265 -0.1557 0.0277 -0.0778
H 0.335 3.789 -1.791 -0.0720 -0.0351 -0.1448
H 0.827 5.396 -1.267 -0.0254 0.0802 -0.0937
H -0.591 4.630 -0.548 -0.1501 0.0327 -0.0095
H 1.450 4.586 0.939 0.1015 -0.0146 -0.0186
H 2.273 3.601 -0.262 0.0920 0.0474 0.0462
H 1.339 2.260 1.607 -0.0351 -0.0661 0.0836
H -0.279 2.872 1.245 -0.0135 -0.0298 0.0647
H -0.234 1.742 -0.962 0.0972 -0.0473 0.1003
H 2.428 0.600 0.046 0.1245 -0.0354 0.0853
H 2.208 1.602 -1.392 0.1462 0.0766 -0.0684
H 1.518 -0.018 -1.339 0.0145 -0.0597 -0.0536
H 0.252 -0.132 1.245 -0.1172 -0.0714 -0.0276
H -1.789 -1.049 2.122 -0.0212 -0.0241 0.0160
H -3.079 -1.299 0.921 0.0616 0.0857 0.0518
H -2.423 -2.469 -1.269 -0.1040 0.0599 -0.0775
H -1.238 -4.428 -2.191 -0.0117 -0.0353 -0.0629
H 1.194 -4.596 1.321 0.0519 -0.0437 0.0250
H 0.005 -2.651 2.240 0.0001 0.0512 0.1121
```
Forces are in eV/Å.

Computed properties:
**LUMO**: 0.7 eV
**Structure (SMILES)**: CCC[C@@H](C)NC(=O)Cc1ccc(Br)cc1
**Total charge**: 0
**Frontier orbital gap**: 9.61 eV
**Max |F|**: 0.7 eV Å⁻¹
**E**: -87354.1951 eV

List of natural (NBO) charges in e, atom by atom: C -0.610; C -0.395; C -0.394; C -0.064; C -0.617; N -0.615; C 0.694; O -0.626; C -0.514; C -0.035; C -0.140; C -0.247; C -0.077; Br 0.048; C -0.235; C -0.204; H 0.202; H 0.211; H 0.206; H 0.204; H 0.195; H 0.194; H 0.208; H 0.234; H 0.198; H 0.215; H 0.222; H 0.390; H 0.221; H 0.245; H 0.220; H 0.230; H 0.229; H 0.209

Record 4
C13H18ClFNO4P | wB97M-V/def2-TZVPD

The geometry in XYZ format:
```
39
Properties=species:S:1:pos:R:3:forces:R:3
O 2.283 -1.598 1.927 0.0010 0.4140 -0.2212
P 3.612 -1.764 1.005 0.2694 0.1683 0.5143
Cl 2.996 -3.125 -0.396 0.0373 0.0162 -0.1615
C 3.580 -0.213 -0.098 -0.5770 -0.4773 -0.7948
C 2.476 -0.225 -1.206 -0.6486 0.3450 0.5360
C 1.966 1.215 -1.178 0.4493 -0.1308 -0.5381
N 1.905 1.417 0.303 1.2801 0.1385 -0.1250
C 1.368 2.706 0.835 -0.0586 0.1928 0.0799
O 0.039 2.858 0.470 0.3184 -0.2308 -0.1346
C -0.678 1.650 0.599 -0.1671 0.0619 0.5027
C -0.688 0.962 1.807 0.1400 0.0748 0.0488
C -1.308 -0.283 1.868 0.0703 -0.0818 0.0179
C -1.897 -0.817 0.734 -0.0777 -0.1178 -0.2289
C -1.891 -0.105 -0.461 -0.1217 -0.3000 0.0184
C -1.285 1.139 -0.526 0.0528 0.0260 -0.2251
C 3.342 1.126 0.624 0.4458 -0.6264 0.2746
F 3.507 1.078 1.979 -0.0844 0.1484 -0.3710
H 1.445 -1.352 1.508 -0.1779 -0.3701 0.0054
H 4.544 -0.217 -0.608 0.1655 0.1093 0.2653
H 1.619 -0.838 -0.909 0.1099 -0.2601 -0.1049
H 2.795 -0.574 -2.180 0.1560 0.0730 -0.0068
H 1.044 1.450 -1.692 -0.2275 -0.2100 0.2415
H 2.755 1.869 -1.553 -0.2012 0.2912 0.0273
H 1.432 0.609 0.715 -0.7914 0.3335 0.0807
H 1.974 3.501 0.398 -0.1778 0.0508 -0.1064
H 1.532 2.706 1.915 -0.0513 -0.1938 0.0061
H -0.208 1.368 2.690 -0.0626 0.0992 -0.0029
H -1.316 -0.834 2.800 -0.0178 0.0476 0.0072
H -2.365 -1.794 0.741 -0.0193 0.0023 0.0623
H -2.350 -0.574 -1.327 -0.2207 -0.0755 -0.2353
H -1.246 1.699 -1.453 -0.1032 0.0282 0.0073
H 3.951 1.924 0.198 -0.0322 0.1405 0.3122
C -5.453 -1.735 -1.121 -0.0360 -0.1032 0.0180
C -4.379 -2.703 -1.677 -0.0628 0.0276 0.0780
O -4.487 -3.902 -1.373 0.0451 -0.0033 0.0575
O -3.487 -2.160 -2.385 0.3154 0.3289 0.1458
H -6.188 -2.266 -0.517 0.0119 -0.0147 0.0003
H -4.978 -0.963 -0.507 0.0035 0.0331 -0.0463
H -5.961 -1.235 -1.947 0.0452 0.0446 -0.0047
```
Forces are in eV/Å.

Computed properties:
**LUMO**: -0.8 eV
**Total charge**: 0
**Frontier orbital gap**: 5.40 eV
**Max |F|**: 1.3 eV Å⁻¹
**E**: -47979.7631 eV

List of natural (NBO) charges in e, atom by atom: O -0.978; P 1.162; Cl -0.288; C -0.623; C -0.410; C -0.224; N -0.437; C 0.114; O -0.491; C 0.215; C -0.339; C -0.209; C -0.198; C -0.191; C -0.230; C 0.375; F -0.320; H 0.494; H 0.263; H 0.227; H 0.266; H 0.268; H 0.209; H 0.474; H 0.208; H 0.203; H 0.225; H 0.230; H 0.260; H 0.310; H 0.223; H 0.191; C -0.735; C 0.758; O -0.755; O -0.835; H 0.203; H 0.181; H 0.205